# 1
A molecular structure, C7H19INO4P at a distorted geometry, computed with ωB97M-V with the def2-TZVPD basis set.

```
33
Properties=species:S:1:pos:R:3:forces:R:3
C 2.5384 -0.3051 1.8711 0.44 0.62 -1.82
C 2.3301 -0.1599 0.3672 1.35 -0.41 -0.03
O 2.3817 1.1808 -0.1429 -0.85 -0.96 -0.01
C 1.0864 1.6024 -0.4861 0.03 1.53 0.03
C 0.6954 1.3643 -1.9472 0.79 -0.17 0.21
C 0.7999 -0.0994 -2.3925 -0.46 -0.05 -0.43
C -0.3180 -1.0661 -1.8996 0.23 0.23 -0.11
C -1.5107 -0.4447 -1.1476 -0.33 -1.52 -0.62
N -1.3455 -0.7582 0.3455 -0.48 -0.15 -0.20
P -2.5418 0.1218 1.2946 -0.53 2.31 1.68
O -2.1182 1.4996 1.3106 0.58 0.87 -0.73
O -3.9761 -0.0179 0.5972 0.77 -1.35 0.61
O -2.5834 -0.4896 2.7514 -0.58 -0.84 -1.20
H 1.9801 0.4469 2.4660 0.84 -0.41 -1.04
H 2.1269 -1.2737 2.1239 0.16 0.01 -0.05
H 3.5992 -0.3460 2.1408 -0.16 0.39 -0.04
H 3.1226 -0.7151 -0.1644 -0.27 0.00 0.07
H 1.3864 -0.6641 0.0791 0.19 0.33 0.01
H 1.0958 2.6921 -0.3347 -0.24 -0.20 0.04
H 0.3373 1.2196 0.2272 0.16 0.13 -0.06
H 1.4007 1.9305 -2.5691 -0.07 -0.07 0.17
H -0.2773 1.8456 -2.1180 0.05 -0.34 -0.09
H 1.7578 -0.5369 -2.0989 -0.04 0.37 0.02
H 0.8141 -0.1067 -3.4898 -0.15 -0.08 0.19
H -0.6982 -1.6288 -2.7586 -0.09 0.18 0.16
H 0.1252 -1.8320 -1.2450 -0.10 0.14 -0.15
H -1.7173 0.6082 -1.3288 0.39 0.02 0.49
H -2.4132 -0.9868 -1.4525 0.07 0.17 0.24
H -1.3600 -1.7730 0.4953 0.10 0.09 -0.06
H -0.4017 -0.4231 0.6223 -0.27 -0.03 0.44
H -4.5766 -0.4261 1.2475 -0.14 -0.03 -0.48
H -2.8860 0.2237 3.3450 0.53 -0.19 0.22
I 1.1459 -0.6822 4.2911 -1.93 -0.59 2.56
```
Forces are in eV/Å.

**E_HOMO**: -0.2103 hartree
**2S+1**: 1

---

# 2
6 unconnected molecules or ions with the total composition C7H19N5O14S at a distorted geometry, computed with ωB97M-V with the def2-TZVPD basis set.

```
46
Properties=species:S:1:pos:R:3:forces:R:3
C -3.3881 0.0098 -1.2894 0.53 -0.27 -1.39
N -4.3770 0.9358 -0.6921 0.81 -0.75 0.03
O -4.0121 1.4880 0.3212 -0.48 0.44 0.20
O -5.4380 1.0575 -1.2601 -0.17 0.29 0.15
H -2.7522 -0.4770 -0.5618 -0.38 0.18 0.43
H -2.7346 0.5841 -1.9520 -0.09 0.33 0.30
H -3.8707 -0.6973 -1.9554 -0.34 -0.09 0.37
C 1.7126 0.9654 -4.9703 0.64 0.20 0.80
N 1.4694 2.3237 -4.4033 -0.67 0.48 0.16
O 0.3758 2.5462 -3.9090 0.51 -0.17 -0.19
O 2.3685 3.1363 -4.5093 -0.22 -0.28 0.04
H 1.4551 1.0235 -6.0212 0.08 -0.20 -0.04
H 1.1479 0.2338 -4.4042 -0.37 0.12 -0.22
H 2.7691 0.8051 -4.7686 0.03 -0.16 -0.56
C -1.7373 -4.6753 -1.2305 0.71 -0.25 0.07
N -2.5147 -3.4794 -1.6300 -0.38 -0.73 0.53
O -1.9382 -2.6078 -2.2339 0.38 0.43 -0.45
O -3.6804 -3.4581 -1.3182 -0.42 0.15 -0.02
H -1.6533 -5.3304 -2.0949 -0.01 0.15 -0.09
H -2.2198 -5.2094 -0.4221 -0.28 0.22 0.01
H -0.7502 -4.3265 -0.9344 0.02 -0.06 -0.10
C 4.2195 -1.2956 3.5038 0.80 -0.51 -0.44
N 3.4417 -0.2811 4.2520 -1.01 -0.47 0.43
O 3.8667 0.8534 4.3604 -0.05 -0.39 -0.27
O 2.3989 -0.6945 4.7543 0.73 0.60 -0.40
H 5.2774 -1.0528 3.5587 -0.08 0.10 0.22
H 3.9649 -1.3652 2.4467 -0.48 0.58 0.10
H 4.0036 -2.2756 3.9144 -0.01 0.13 0.30
C 0.2291 -0.8685 -0.8507 0.26 0.04 0.60
N 1.1819 -1.7360 -0.0879 -0.32 -0.69 -0.31
O 1.4595 -1.3697 1.0366 0.20 -0.16 -0.31
O 1.5650 -2.7757 -0.6079 -0.06 0.42 0.24
H -0.7725 -1.2615 -0.7039 0.11 0.01 0.32
H 0.4072 -0.8978 -1.9190 0.43 0.03 0.07
H 0.3726 0.0768 -0.3461 -0.36 0.27 -0.60
C -0.5292 3.5287 3.1763 0.57 0.28 0.88
C 0.8464 2.8446 2.9651 -0.07 0.61 0.26
O 0.7623 2.1549 1.7319 -0.61 -0.57 -1.10
S -0.7705 1.9407 1.2759 0.21 -0.49 1.11
O -1.2411 0.7407 1.9075 0.03 1.03 -0.01
O -0.9174 2.0325 -0.1336 0.32 0.60 0.29
O -1.2798 3.2990 1.9964 -0.30 -0.84 -0.70
H -0.3871 4.5968 3.3381 -0.18 0.06 -0.53
H -1.0392 3.1892 4.0789 -0.16 -0.48 -0.30
H 1.0904 2.1711 3.7861 0.10 -0.05 -0.16
H 1.6184 3.5976 2.8055 0.07 -0.16 0.30
```
Forces are in eV/Å.

**E_HOMO**: -0.3968 hartree
**2S+1**: 1
**Relative energy (zero: lowest compared OMol25 entry of this formula, charge and spin)**: 58.6 kJ/mol

---

# 3
3 unconnected molecules or ions with the total composition C7H19NO2 at a distorted geometry, computed with ωB97M-V with the def2-TZVPD basis set.

```
29
Properties=species:S:1:pos:R:3:forces:R:3
C -1.9848 0.5122 1.3907 -0.28 -2.75 -0.15
C -0.4218 0.6423 1.4036 -0.05 0.24 1.20
C 0.1115 1.0685 0.0430 -1.56 -0.31 -1.38
C 0.6427 -0.1606 -0.8346 1.56 4.85 -1.48
C 1.9468 -0.5720 -0.2719 -0.46 -1.16 0.15
C 3.0570 0.0667 -0.5616 0.27 -0.32 0.97
C 4.4284 -0.3944 -0.2009 0.46 -1.66 -3.99
N -2.6829 1.5744 2.1242 1.06 0.21 -0.64
H -2.3233 0.5960 0.3136 0.40 -0.61 1.06
H -2.3112 -0.6280 1.7860 0.67 3.38 -0.96
H 0.2058 -0.2105 1.7615 -1.08 -0.10 -0.44
H -0.1823 1.3365 2.2471 -0.16 0.20 -0.84
H 0.8874 1.8656 0.1665 -0.42 -0.83 -0.57
H -0.7792 1.4596 -0.5942 1.49 -0.05 1.20
H 0.8780 0.4365 -1.8497 -0.17 -1.51 2.18
H -0.0274 -0.9016 -1.1909 -0.87 -0.77 0.54
H 1.9677 -1.4287 0.3985 0.06 -0.09 -0.08
H 2.9519 0.9244 -1.1681 0.16 0.90 -0.82
H 4.6217 -0.7673 0.7683 0.17 0.09 1.18
H 4.4955 -1.3423 -0.9119 0.41 1.50 1.49
H 5.2023 0.2669 -0.6536 -0.37 -0.28 0.96
H -2.0668 2.4360 2.2196 -1.64 -1.84 0.75
H -3.2615 1.1454 2.8439 0.64 1.17 0.27
H 0.3081 0.7935 -3.6205 0.03 1.81 0.64
H -1.1152 0.0128 -3.5460 -1.18 0.87 0.72
O -0.2089 0.0396 -3.7711 0.89 -2.73 -1.85
H -2.7618 -2.4830 1.4523 0.52 -0.69 0.13
H -3.9824 -3.1723 0.7391 0.28 -0.42 0.08
O -3.6169 -2.3315 1.0411 -0.84 0.90 -0.30
```
Forces are in eV/Å.

**E_HOMO (alpha / beta)**: 0.0357 / -0.2077 hartree
**2S+1**: 2
**Relative energy (zero: lowest compared OMol25 entry of this formula, charge and spin)**: 221.8 kJ/mol
**Total charge**: -1

---

# 4
3 unconnected molecules or ions with the total composition C7H19NO2 at a distorted geometry, computed with ωB97M-V with the def2-TZVPD basis set.

```
29
Properties=species:S:1:pos:R:3:forces:R:3
C 0.7142 0.5441 -0.7334 0.04 -0.06 -1.38
N -0.6803 0.8246 -0.2872 0.45 0.24 1.09
C -1.5052 -0.2077 0.4223 0.19 1.85 0.45
C -1.7850 0.3817 1.8320 -0.66 -0.72 -0.47
C -1.6834 1.8916 1.6527 1.56 -0.30 1.81
C -0.6304 2.0307 0.5784 -1.19 0.88 -1.16
C 1.1632 -0.9231 -0.8811 -0.87 -0.19 -1.41
C 2.6886 -1.2513 -0.8952 -1.91 0.41 0.53
H 1.4227 1.2110 -0.2211 -0.01 -0.51 0.33
H 0.7218 0.8821 -1.7795 0.33 0.38 0.30
H -0.9078 -1.0990 0.5068 -0.65 -0.68 -0.19
H -2.4966 -0.2517 -0.0664 0.66 -0.71 -0.19
H -1.0674 -0.0414 2.5350 0.19 0.39 0.08
H -2.7685 0.0712 2.1849 -0.05 -0.05 0.03
H -1.1915 2.2830 2.5528 -0.30 0.10 0.10
H -2.5840 2.4823 1.6006 -0.51 -0.27 -0.74
H 0.3457 2.1456 1.0418 0.23 -0.07 0.05
H -0.8471 2.9699 0.0290 0.42 -0.48 -0.14
H 0.7391 -1.2057 -1.8517 0.22 -0.24 0.09
H 0.6180 -1.5761 -0.1892 0.88 0.13 0.10
H 3.3544 -0.7719 -1.6162 -0.48 0.17 0.05
H 2.8942 -0.9449 0.1084 1.47 0.20 0.36
H 2.7406 -2.3262 -0.9710 0.41 -0.28 0.01
H 1.8062 -2.4508 2.6622 0.24 0.12 0.31
H 2.4047 -1.5671 1.5159 -0.05 -0.23 0.47
O 1.7570 -2.2468 1.7307 -0.34 -0.19 -0.19
H -1.5544 -0.1669 -3.7407 0.47 0.05 -0.07
H -1.0752 -0.3183 -2.3347 0.17 0.26 0.23
O -0.7308 -0.1929 -3.2271 -0.93 -0.18 -0.45
```
Forces are in eV/Å.

**E_HOMO**: -0.2974 hartree
**2S+1**: 1
**Relative energy (zero: lowest compared OMol25 entry of this formula, charge and spin)**: 134.3 kJ/mol

---

# 5
3 unconnected molecules or ions with the total composition C7H19NO8S2 at a distorted geometry, computed with ωB97M-V with the def2-TZVPD basis set.

```
37
Properties=species:S:1:pos:R:3:forces:R:3
C -0.6448 -1.9181 1.1574 0.53 -0.06 0.60
N 0.1078 -1.0431 0.2251 -0.43 -0.29 -0.59
O 1.0387 -1.5489 -0.3798 -0.02 0.23 0.21
O -0.3208 0.0760 0.0455 0.40 0.07 0.02
H -0.9682 -1.3157 1.9990 -0.26 0.08 -0.17
H 0.0431 -2.6901 1.4856 -0.08 -0.12 -0.14
H -1.4797 -2.3326 0.6048 -0.10 0.05 -0.01
O -3.5352 2.4545 1.1909 -0.38 0.33 -0.69
S -2.8160 1.8742 2.2594 0.18 -0.37 0.51
O -2.4171 0.4981 2.2196 -0.19 -0.13 0.14
O -1.5253 2.7520 2.4604 0.27 -0.01 0.09
C -0.3294 2.0788 2.9761 -0.02 1.21 -0.50
C 0.7141 3.1621 3.1467 0.09 -0.21 0.42
C -3.7334 2.1996 3.7490 0.30 0.10 0.02
H 0.0044 1.4172 2.1828 -0.19 -0.53 0.36
H -0.5949 1.6330 3.9297 0.19 -0.52 -0.12
H 0.7049 3.8355 2.2941 0.09 -0.03 -0.07
H 1.6857 2.6702 3.2257 0.05 0.14 -0.09
H 0.5719 3.7345 4.0631 -0.12 0.09 -0.08
H -4.7197 2.5049 3.4174 -0.12 -0.08 0.19
H -3.2303 3.0152 4.2618 -0.14 0.11 0.00
H -3.7437 1.3273 4.3940 -0.11 -0.11 -0.11
O 3.7159 -2.2873 -3.2606 0.24 -0.14 0.00
S 3.0869 -1.0848 -3.7136 -0.36 0.24 0.23
O 3.5305 -0.4209 -4.8961 0.14 0.00 -0.01
O 1.5395 -1.3935 -3.9116 0.08 -0.20 -0.36
C 1.0861 -2.7499 -3.6768 -0.06 -0.09 0.63
C -0.4034 -2.7338 -3.8964 -0.12 0.05 0.06
C 3.0105 0.0906 -2.3675 0.24 -0.42 -0.66
H 1.3295 -3.0032 -2.6431 -0.08 -0.02 -0.01
H 1.6177 -3.4666 -4.2997 -0.02 0.21 -0.28
H -0.8358 -3.7127 -3.6867 0.08 -0.05 -0.07
H -0.6498 -2.4445 -4.9169 -0.01 -0.03 -0.01
H -0.8636 -2.0177 -3.2139 -0.01 0.03 -0.05
H 2.0230 -0.0058 -1.9347 0.04 0.19 0.21
H 3.2101 1.0588 -2.8139 -0.11 0.14 0.20
H 3.7910 -0.2134 -1.6768 -0.03 0.14 0.13
```
Forces are in eV/Å.

**E_HOMO**: -0.3953 hartree
**2S+1**: 1

---

# 6
A molecular structure, C7H20BeN9O7 at a distorted geometry, computed with ωB97M-V with the def2-TZVPD basis set.

```
44
Properties=species:S:1:pos:R:3:forces:R:3
Be 0.1997 0.3580 0.2359 -0.82 -0.84 -3.75
O -2.1317 -1.1771 -3.0740 0.84 0.64 -0.10
C -1.4589 -0.4182 -2.1575 -0.96 -0.07 2.66
O -2.1132 0.1529 -1.2660 -0.03 0.20 -0.23
O -0.2032 -0.4806 -2.1088 1.56 -0.02 0.02
H -1.4102 -1.5329 -3.6089 -0.25 -0.20 -0.26
C 2.9797 1.0331 -1.7645 -1.70 -0.28 -0.35
O 2.5616 0.8005 -0.6257 -0.31 -0.05 1.28
N 2.3397 0.6022 -2.8685 0.36 -0.29 -0.82
N 4.0371 1.8041 -2.0892 1.06 0.46 -0.12
H 1.6576 -0.1415 -2.9120 -0.34 0.27 0.64
H 2.6340 1.0036 -3.7403 -0.15 -0.16 -0.12
H 4.4527 1.6009 -2.9807 0.14 0.20 0.03
H 4.6086 2.3422 -1.4619 -0.32 -0.30 0.41
C -2.3453 -2.1679 1.5889 1.04 0.09 -1.08
O -1.5525 -1.3225 1.1733 0.17 0.60 0.84
N -3.6520 -1.9491 1.7920 -1.78 0.68 0.38
N -1.9931 -3.4605 1.8366 -0.18 0.27 0.17
H -4.1063 -1.0671 1.6322 0.60 0.15 -0.47
H -4.3288 -2.6804 1.9282 0.35 -0.25 0.15
H -2.7760 -4.0801 1.7187 0.59 -0.72 0.11
H -1.0507 -3.7175 1.5976 -0.20 -0.23 -0.21
C 0.4409 3.8511 -0.4558 -0.16 0.24 -0.84
O 0.1766 2.6966 -0.7996 0.27 -1.28 0.17
N 0.7394 4.8270 -1.3441 0.26 0.11 -0.10
N 0.3758 4.2392 0.8221 -0.11 -0.73 0.87
H 1.0009 5.7265 -0.9819 0.00 0.06 -0.29
H 0.9302 4.6140 -2.3071 -0.04 -0.12 0.09
H 0.4966 5.1901 1.1184 -0.23 -0.06 0.07
H -0.1973 3.5733 1.3241 0.05 0.49 0.60
C 1.7622 -2.9621 0.2556 -0.55 1.95 -3.23
O 1.0683 -1.9297 0.1722 -0.42 0.27 1.03
N 1.5788 -3.9427 -0.6618 -0.38 -0.93 0.34
N 2.8948 -3.0258 0.9263 1.01 0.04 1.70
H 2.1143 -4.7911 -0.6061 -0.11 -0.03 -0.17
H 0.8689 -3.8586 -1.3683 -0.13 0.10 0.24
H 3.5346 -3.7856 0.7797 0.14 0.18 0.11
H 3.2186 -2.1429 1.2878 0.16 -0.27 0.20
C -3.1730 0.8605 3.5177 -0.06 -0.84 0.02
C -2.3726 1.4928 2.4919 -0.22 0.21 -0.23
N -1.7030 1.9573 1.6839 0.59 -0.24 0.00
H -4.1656 0.5486 3.1973 -0.08 0.58 -0.27
H -3.2527 1.4624 4.4194 0.16 -0.06 -0.01
H -2.6854 -0.1030 3.6830 0.17 0.14 0.53
```
Forces are in eV/Å.

**E_HOMO**: -0.4047 hartree
**2S+1**: 1
**Relative energy (zero: lowest compared OMol25 entry of this formula, charge and spin)**: 69.8 kJ/mol
**Total charge**: +1

---

# 7
4 unconnected molecules or ions with the total composition C7H20BrO5 at a distorted geometry, computed with ωB97M-V with the def2-TZVPD basis set.

```
33
Properties=species:S:1:pos:R:3:forces:R:3
Br 0.8327 -2.3748 0.1074 -0.07 0.05 0.02
C -3.6160 2.7840 -0.8107 -1.49 -1.15 0.72
C -2.5282 3.4439 -1.5681 -0.26 1.96 -0.25
C -2.7829 4.9904 -1.7256 -0.15 -1.03 1.10
O -1.4117 3.2630 -0.7525 1.42 0.27 0.07
H -3.3002 1.8517 -0.3427 0.50 -0.24 -0.19
H -4.5128 2.4331 -1.3213 -0.19 0.73 -0.32
H -3.8425 3.3915 0.0656 -0.40 0.25 -0.15
H -2.3455 3.0918 -2.5834 -0.14 -0.56 -0.05
H -2.0974 5.4272 -2.4518 -0.49 0.13 -0.12
H -2.6733 5.5062 -0.7717 0.77 -0.23 0.29
H -3.8539 5.1669 -1.8256 0.00 -0.03 -1.21
H -1.4700 2.3537 -0.4502 0.49 -0.12 0.13
C -0.2434 -7.0018 4.7749 1.12 -1.57 0.47
C -1.3106 -6.9446 3.6747 1.20 1.24 1.08
O -1.8344 -5.5835 3.7865 0.04 -1.26 -0.34
O 0.7848 -6.0418 4.6217 -1.11 0.90 -0.12
H 0.4229 -7.8623 4.8345 -0.89 -1.00 -0.42
H -0.7036 -6.9322 5.7606 -0.29 0.28 0.12
H -2.0981 -7.6781 3.8474 -0.03 0.22 -0.19
H -0.7746 -7.0655 2.7334 -0.47 -0.17 -0.29
H -1.1547 -5.0629 3.3522 -0.20 0.50 -0.39
H 0.2519 -5.2453 4.6773 0.68 0.92 0.01
C 3.6827 2.4469 -3.5561 2.85 -0.23 1.13
C 4.6937 2.8849 -2.3830 -2.15 0.51 -1.31
O 4.2232 2.4720 -1.1391 0.27 -0.61 0.94
O 3.7707 1.0355 -3.7036 -0.38 0.49 -0.46
H 4.1341 2.9153 -4.4307 -0.33 -0.22 -0.39
H 2.6597 2.8049 -3.4396 -0.03 0.09 0.33
H 4.7499 3.9734 -2.3934 0.07 0.39 -0.14
H 5.7072 2.5135 -2.5342 -0.23 -0.38 -0.17
H 3.2651 2.4133 -1.1241 -0.06 0.10 -0.06
H 3.3751 0.6296 -2.9287 -0.04 -0.20 0.17
```
Forces are in eV/Å.

**E_HOMO**: -0.1348 hartree
**2S+1**: 1
**Relative energy (zero: lowest compared OMol25 entry of this formula, charge and spin)**: 156.1 kJ/mol
**Total charge**: -1